Record 1
{"formula": "C24H29BF33NO6P", "method": "the ωB97M-V functional and the def2-TZVPD basis", "orbital_gap_ha": 0.1983, "total_energy_ev": -138775.2907, "lumo_energy_ev": 2.068, "total_charge": -1, "elements": ["C", "N", "C", "B", "O", "P", "C", "C", "O", "F", "H", "H", "H", "H", "H", "H", "H", "H", "H", "H", "H", "H", "H", "C", "C", "C", "F", "F", "F", "F", "O", "C", "C", "F", "F", "F", "F", "H", "H", "H", "H", "C", "C", "C", "F", "F", "F", "F", "O", "C", "C", "F", "F", "F", "F", "H", "H", "H", "H", "C", "C", "C", "F", "F", "F", "F", "O", "C", "C", "F", "F", "F", "F", "H", "H", "H", "H", "C", "C", "C", "F", "F", "F", "F", "O", "C", "C", "F", "F", "F", "F", "H", "H", "H", "H"], "xyz": [[-1.95613, -2.21731, 0.73944], [-0.55485, -2.60204, 0.60605], [-0.33344, -3.45513, -0.55417], [0.38346, -1.47340, 0.76317], [0.67231, -1.11142, 2.08716], [1.13159, -0.35151, -0.71682], [2.84798, -1.44369, -0.86552], [2.98960, -2.21061, -2.10630], [3.37464, -3.33944, -2.23589], [2.63391, -1.54547, -3.24937], [-2.50610, -2.90128, 1.39682], [-2.04794, -1.21687, 1.16307], [-2.45925, -2.22799, -0.23273], [-0.70568, -3.02033, -1.48753], [0.72429, -3.68689, -0.66224], [-0.86137, -4.40426, -0.40950], [1.47060, -1.52518, 2.41483], [1.79398, 0.50751, 0.29929], [1.67147, 0.52351, -1.77055], [0.49289, -1.17400, -1.74487], [-0.12718, 0.49156, -0.60759], [2.87382, -2.18344, -0.06110], [3.67914, -0.74849, -0.75312], [-1.30100, 3.60333, -4.08276], [-0.96222, 2.25851, -3.42676], [-1.08000, 0.97496, -4.25444], [-2.36070, 0.80836, -4.67635], [-0.76194, -0.04857, -3.45298], [-1.67441, 2.08885, -2.29399], [0.35030, 2.34981, -3.08662], [-2.58614, 4.13826, -3.81677], [-3.67652, 3.86122, -4.57187], [-4.78512, 3.19650, -3.74033], [-4.36166, 2.02464, -3.24129], [-5.84969, 2.95944, -4.54605], [-3.38683, 3.13858, -5.66769], [-4.19267, 5.04541, -5.00351], [-0.61870, 4.31044, -3.61470], [-1.07664, 3.58881, -5.14984], [-0.41915, 0.99973, -5.12528], [-5.08432, 3.85803, -2.92555], [-2.21672, 2.53071, 3.15517], [-0.93657, 2.22347, 3.94917], [-0.18463, 3.41421, 4.55528], [0.27802, 4.23513, 3.59520], [0.87167, 2.95013, 5.26272], [-0.10289, 1.46624, 3.23191], [-1.34299, 1.48479, 5.03770], [-2.10962, 2.52597, 1.75345], [-1.76738, 3.62501, 1.02161], [-0.48025, 3.36752, 0.23133], [0.52749, 3.13104, 1.08716], [-0.18218, 4.48679, -0.48563], [-1.68492, 4.73949, 1.77919], [-2.75873, 3.83948, 0.11973], [-2.88092, 1.69609, 3.37410], [-2.70289, 3.43181, 3.53382], [-0.83725, 3.97548, 5.23030], [-0.61275, 2.51400, -0.43147], [6.70873, -2.33284, -3.12460], [6.65822, -0.87200, -3.58235], [6.07092, -0.58808, -4.96774], [6.82064, -1.17069, -5.93074], [6.08567, 0.74787, -5.18226], [7.88304, -0.30440, -3.47962], [5.83345, -0.22969, -2.71064], [7.95860, -2.99860, -3.23455], [8.34407, -3.65907, -4.35348], [9.63650, -3.07118, -4.94174], [9.45267, -1.78795, -5.30246], [9.97777, -3.77729, -6.04650], [7.37911, -3.72855, -5.28353], [8.65138, -4.93614, -3.99781], [6.52586, -2.29570, -2.05222], [5.88825, -2.91382, -3.54775], [5.04163, -0.95021, -5.02794], [10.44117, -3.13418, -4.20735], [-3.67319, -0.90857, 5.59850], [-4.52311, 0.20993, 6.22057], [-4.76071, 0.16783, 7.73397], [-5.45524, -0.93305, 8.08285], [-5.48673, 1.25276, 8.09046], [-5.70287, 0.31760, 5.57692], [-3.82828, 1.36826, 6.01274], [-4.37759, -1.95923, 4.96762], [-4.78555, -3.07548, 5.62945], [-6.31144, -3.24496, 5.56106], [-6.92734, -2.19691, 6.14136], [-6.65678, -4.36617, 6.23453], [-4.34973, -3.11141, 6.90210], [-4.26128, -4.15016, 4.99565], [-3.12558, -0.42562, 4.79129], [-2.92923, -1.27808, 6.30468], [-3.80971, 0.18676, 8.27210], [-6.63014, -3.32847, 4.52096]], "forces_ev_per_angstrom": [[0.01, -0.37, 0.46], [0.18, 0.56, -0.56], [-0.38, -0.12, 0.08], [0.29, -0.38, 0.05], [-0.53, 0.21, 0.01], [0.09, 0.11, 0.24], [-0.22, -0.16, -0.32], [0.37, -0.16, 0.49], [-0.19, -0.13, -0.35], [0.21, 0.18, -0.01], [-0.05, -0.06, 0.00], [-0.03, 0.08, 0.02], [0.02, 0.17, -0.07], [0.07, 0.04, -0.06], [0.07, 0.06, -0.07], [0.04, -0.07, 0.06], [0.12, 0.07, 0.03], [0.09, -0.10, -0.06], [-0.07, -0.10, 0.03], [0.05, -0.06, 0.01], [0.01, -0.14, 0.08], [0.22, 0.05, 0.10], [-0.12, 0.24, -0.08], [0.21, 0.29, -0.16], [-0.06, -0.08, 0.15], [-0.01, 0.06, 0.11], [0.01, 0.03, -0.07], [-0.04, -0.09, -0.28], [-0.20, 0.20, -0.06], [0.08, 0.04, -0.09], [-0.09, -0.27, 0.32], [-0.01, 0.12, -0.09], [0.02, 0.05, 0.00], [-0.01, -0.03, -0.02], [-0.02, 0.01, 0.01], [0.01, -0.05, -0.02], [0.00, 0.00, -0.07], [-0.03, 0.01, 0.01], [-0.09, -0.14, -0.01], [0.03, -0.05, 0.03], [0.00, 0.00, 0.01], [-0.41, 0.03, 0.16], [0.21, -0.12, -0.30], [-0.09, -0.05, 0.09], [0.02, 0.02, -0.02], [0.02, 0.02, 0.01], [-0.04, 0.06, 0.06], [0.04, 0.04, 0.06], [0.32, -0.17, -0.02], [-0.14, -0.02, -0.06], [0.03, -0.09, 0.02], [0.03, 0.16, 0.03], [-0.04, 0.01, -0.04], [0.03, 0.01, 0.04], [-0.02, 0.07, 0.02], [0.00, 0.01, -0.01], [0.13, 0.07, -0.02], [0.00, 0.02, -0.01], [0.11, -0.06, 0.04], [-0.44, -0.37, 0.38], [0.20, 0.07, 0.02], [-0.12, 0.01, 0.08], [0.01, -0.01, -0.02], [0.01, 0.00, -0.03], [0.00, 0.00, -0.03], [-0.04, -0.02, 0.00], [0.25, 0.44, -0.15], [-0.06, -0.18, 0.03], [-0.01, -0.03, 0.03], [-0.01, 0.00, -0.03], [0.03, -0.01, 0.00], [-0.02, 0.01, -0.04], [-0.04, -0.03, -0.03], [0.00, 0.02, 0.00], [0.05, 0.05, -0.15], [0.00, -0.01, 0.00], [0.00, 0.01, 0.00], [0.46, -0.01, -0.12], [-0.12, -0.10, -0.11], [0.06, 0.05, -0.02], [-0.02, -0.02, 0.01], [-0.01, 0.00, 0.02], [-0.01, 0.02, 0.01], [-0.09, 0.03, 0.06], [-0.46, 0.23, 0.06], [0.16, -0.11, -0.07], [0.05, -0.01, -0.05], [-0.01, 0.01, 0.03], [-0.02, -0.02, 0.00], [-0.02, 0.02, 0.06], [0.05, -0.03, 0.04], [0.01, -0.03, -0.01], [-0.11, -0.01, 0.10], [0.00, -0.02, 0.00], [0.00, 0.00, 0.00]], "mulliken_charge": [-0.831, 0.185, -0.906, 0.280, -0.746, 1.779, -1.064, 0.825, -0.672, -0.287, 0.306, 0.136, 0.242, 0.215, 0.221, 0.358, 0.230, -0.308, -0.211, -0.478, -0.598, 0.199, 0.458, -1.093, 1.211, -0.039, -0.258, -0.215, -0.254, -0.336, -0.368, 0.790, 0.211, -0.197, -0.283, -0.296, -0.322, 0.470, 0.313, 0.278, 0.234, -0.699, 0.978, -0.013, -0.228, -0.271, -0.220, -0.331, -0.338, 0.744, 1.116, -0.208, -0.291, -0.327, -0.271, 0.268, 0.311, 0.308, -0.681, -0.780, 0.907, 0.150, -0.252, -0.274, -0.296, -0.282, -0.416, 0.813, 0.191, -0.221, -0.264, -0.278, -0.315, 0.382, 0.432, 0.246, 0.229, -0.547, 0.949, 0.047, -0.236, -0.269, -0.291, -0.295, -0.378, 0.722, 0.219, -0.225, -0.269, -0.297, -0.305, 0.246, 0.379, 0.308, 0.247]}

=====

Record 2
{"formula": "C24H29BNO4", "method": "the ωB97M-V functional and the def2-TZVPD basis", "orbital_gap_ha": 0.1952, "total_energy_ev": -35708.0196, "relative_energy_ev": 0.562, "lumo_energy_ev": -4.823, "total_charge": 1, "elements": ["C", "C", "C", "C", "C", "B", "O", "C", "C", "N", "C", "C", "C", "O", "O", "H", "H", "H", "H", "H", "H", "H", "H", "H", "H", "H", "H", "H", "H", "H", "H", "C", "O", "C", "C", "C", "C", "C", "C", "C", "C", "C", "C", "C", "C", "C", "H", "H", "H", "H", "H", "H", "H", "H", "H", "H", "H", "H", "H"], "xyz": [[4.45874, 0.87868, 2.13949], [3.31725, 1.12898, 1.29089], [3.04110, 1.94624, 0.22364], [1.65815, 1.72498, -0.07554], [1.12667, 0.85951, 0.85769], [-0.33048, 0.54893, 1.63524], [-0.52251, -0.86784, 1.60297], [-0.02423, -1.51786, 2.78835], [-0.15016, -0.52765, 3.95012], [-0.51849, 0.74830, 3.26828], [0.13878, 1.91925, 3.87411], [-2.02968, 0.89722, 3.26341], [-2.22900, 1.89415, 2.12552], [-1.29798, 1.52948, 1.10417], [2.18576, 0.43688, 1.64269], [5.18252, 1.70709, 2.09430], [4.16749, 0.74869, 3.19297], [4.91842, -0.06070, 1.78150], [3.72031, 2.64729, -0.27966], [1.11993, 2.13963, -0.92549], [-0.64711, -2.41108, 2.94378], [1.03809, -1.79451, 2.65320], [-0.96868, -0.81746, 4.63299], [0.78276, -0.38283, 4.50705], [-0.35566, 2.16451, 4.82616], [1.19657, 1.69273, 4.05800], [0.07655, 2.79378, 3.21517], [-2.48222, -0.08288, 3.05250], [-2.39788, 1.25538, 4.22737], [-3.24126, 1.89700, 1.69124], [-1.99734, 2.89258, 2.52270], [0.79513, 0.69351, -6.88969], [0.02433, 1.48783, -5.96226], [0.02617, 1.14723, -4.64138], [-0.92774, 1.79574, -3.80101], [-1.14017, 1.33177, -2.52529], [-0.41720, 0.20397, -2.01551], [-0.92455, -0.42133, -0.83707], [-1.30068, -1.79196, -0.73625], [-2.33778, -2.17659, 0.17179], [-2.69901, -3.50238, 0.34682], [-2.00842, -4.52216, -0.32959], [-0.98639, -4.16432, -1.21892], [-0.68212, -2.81915, -1.48720], [0.70025, -0.22811, -2.75521], [0.87194, 0.15355, -4.07852], [0.47859, 1.02485, -7.87571], [1.87029, 0.88139, -6.78298], [0.58313, -0.37592, -6.77433], [-1.50114, 2.62868, -4.21462], [-1.91193, 1.78779, -1.90203], [-1.63810, 0.22252, -0.35591], [-2.81505, -1.39287, 0.76641], [-3.51275, -3.72773, 1.03524], [-2.25664, -5.56905, -0.14081], [-0.40332, -4.93926, -1.71500], [0.08097, -2.53360, -2.21846], [1.43667, -0.87170, -2.26672], [1.65909, -0.31117, -4.68059]], "forces_ev_per_angstrom": [[1.39, -0.44, 0.47], [-1.70, 0.68, -0.83], [0.21, -0.53, 0.27], [-0.62, -0.04, 0.16], [-0.10, 0.79, 0.65], [1.65, 1.01, -1.31], [-0.35, -0.86, 1.28], [0.00, -0.22, -0.90], [-0.40, 0.19, -0.04], [-0.30, 0.05, 0.51], [0.12, 0.53, 0.34], [0.16, 0.24, -0.39], [-0.21, -0.11, -0.32], [-0.25, -0.64, 1.12], [0.45, 0.54, 0.24], [-0.17, -0.45, -0.12], [0.03, -0.01, -0.37], [0.24, 0.38, 0.45], [-0.36, -0.59, 0.33], [0.07, 0.17, 0.48], [0.39, 0.15, 0.01], [-0.52, -0.03, -0.04], [0.54, 0.22, -0.12], [-0.30, -0.15, -0.18], [0.24, -0.08, -0.20], [-0.34, 0.05, -0.17], [0.01, -0.35, 0.06], [0.33, 0.32, -0.01], [0.18, 0.00, -0.01], [0.23, 0.00, 0.43], [-0.17, -0.01, -0.36], [0.04, 0.14, 0.16], [0.21, -0.42, 1.31], [-0.38, -0.33, -0.39], [0.38, -0.11, -0.63], [0.11, -0.19, 0.34], [0.88, 0.54, 0.28], [-2.36, -0.03, -2.79], [0.37, -1.44, 0.38], [0.34, 0.23, -0.20], [-0.07, 0.28, -0.11], [0.29, 0.68, -0.01], [0.13, 0.25, -0.32], [0.00, -0.26, 0.63], [-0.11, -0.40, -0.62], [0.07, 0.25, -0.01], [-0.01, -0.03, 0.09], [-0.22, -0.02, 0.11], [-0.02, 0.23, 0.05], [0.15, -0.35, 0.16], [0.22, -0.14, -0.17], [0.19, 0.22, 0.62], [0.11, -0.32, -0.27], [0.23, -0.09, -0.19], [0.14, 0.35, -0.14], [-0.28, 0.15, 0.00], [-0.36, -0.43, 0.27], [-0.30, 0.05, -0.30], [-0.22, 0.36, 0.33]], "nbo_charge": [-0.661, 0.292, -0.322, -0.277, -0.020, 1.013, -0.790, -0.073, -0.236, -0.411, -0.413, -0.240, -0.076, -0.753, -0.460, 0.239, 0.227, 0.232, 0.237, 0.221, 0.196, 0.200, 0.213, 0.227, 0.210, 0.231, 0.234, 0.223, 0.224, 0.202, 0.178, -0.263, -0.463, 0.405, -0.277, -0.096, -0.207, 0.160, -0.069, -0.102, -0.232, -0.126, -0.231, -0.128, -0.042, -0.337, 0.221, 0.193, 0.190, 0.250, 0.238, 0.242, 0.220, 0.230, 0.236, 0.232, 0.221, 0.227, 0.242]}

=====

Record 3
{"formula": "C24H29BaN8OS3", "method": "the ωB97M-V functional and the def2-TZVPD basis", "orbital_gap_ha": 0.2677, "total_energy_ev": -72524.7100, "relative_energy_ev": 1.062, "lumo_energy_ev": -2.783, "total_charge": 1, "elements": ["Ba", "C", "C", "N", "N", "C", "N", "S", "C", "C", "C", "C", "C", "N", "H", "H", "H", "H", "H", "H", "H", "H", "H", "H", "C", "C", "C", "N", "C", "S", "N", "C", "O", "C", "C", "C", "C", "C", "C", "H", "H", "H", "H", "H", "H", "H", "H", "H", "H", "H", "H", "H", "H", "C", "C", "C", "C", "N", "C", "S", "N", "H", "H", "H", "H", "H"], "xyz": [[-1.22623, -1.72600, 0.22055], [0.49077, -2.54760, 4.47955], [0.02027, -1.53010, 3.48335], [-1.19243, -1.30630, 3.15215], [-2.23893, -1.88150, 3.77345], [-3.51233, -1.61420, 3.37575], [-4.50643, -1.95830, 4.21605], [-3.88343, -0.94810, 1.90245], [1.03717, -0.75610, 2.74595], [2.17677, -0.27400, 3.39085], [3.09967, 0.45930, 2.66495], [2.86727, 0.67590, 1.31755], [1.70567, 0.16070, 0.76405], [0.80957, -0.52300, 1.45435], [0.51137, -3.51380, 3.96925], [-0.15453, -2.62550, 5.35275], [1.50317, -2.35430, 4.81215], [-2.11033, -2.35280, 4.66975], [-4.36053, -2.20580, 5.18135], [-5.44353, -1.71840, 3.93395], [2.33127, -0.42910, 4.44765], [3.98277, 0.85190, 3.14555], [3.56757, 1.23270, 0.71515], [1.47727, 0.30440, -0.28435], [-0.50193, 0.38210, -3.86975], [-1.77863, 1.18840, -4.08695], [-1.65703, 2.59670, -3.50535], [-1.64183, 2.53400, -2.06015], [-0.66663, 2.87190, -1.22195], [-0.60543, 2.25290, 0.32535], [0.33947, 3.72000, -1.62245], [0.19507, 4.88020, -2.39095], [-0.87773, 5.22240, -2.82785], [1.45877, 5.60520, -2.65255], [1.39827, 6.63950, -3.58815], [2.53167, 7.35460, -3.91915], [3.74177, 7.05140, -3.31695], [3.81227, 6.02740, -2.38605], [2.68267, 5.30410, -2.05475], [-0.60943, -0.62450, -4.26805], [-0.26363, 0.31070, -2.80415], [0.33427, 0.85820, -4.37815], [-2.62563, 0.67550, -3.62325], [-1.97753, 1.27810, -5.15425], [-2.49163, 3.22670, -3.82265], [-0.73433, 3.05660, -3.85675], [-2.39233, 1.99410, -1.64115], [1.14767, 3.68230, -1.01425], [0.44737, 6.86300, -4.04755], [2.46687, 8.15040, -4.64325], [4.62907, 7.60980, -3.56975], [4.75107, 5.79030, -1.90805], [2.78127, 4.51670, -1.32015], [-0.00273, -8.30700, 1.21415], [-0.57633, -6.94440, 1.03195], [-1.95673, -6.69220, 1.02145], [-2.34693, -5.38180, 0.83245], [-1.47783, -4.39510, 0.63555], [-0.16853, -4.72930, 0.63945], [0.98287, -3.52540, 0.32895], [0.28557, -5.95990, 0.86285], [-0.77363, -9.07120, 1.18015], [0.52117, -8.37010, 2.16665], [0.73657, -8.48750, 0.43655], [-2.67543, -7.48260, 1.16075], [-3.39383, -5.09190, 0.83365]], "forces_ev_per_angstrom": [[-0.82, 0.77, -0.19], [-0.22, 0.02, 0.01], [-0.27, -0.55, 0.49], [0.30, 0.58, -0.87], [-0.21, -0.82, 1.22], [-0.30, 0.01, -0.11], [0.35, -0.02, 0.13], [-0.17, 0.22, -0.47], [0.67, 0.39, 0.05], [-0.28, -0.08, -0.08], [-0.13, 0.01, -0.21], [0.02, -0.09, 0.12], [0.30, 0.11, -0.15], [0.17, 0.07, 0.32], [-0.05, -0.06, 0.00], [0.00, -0.02, 0.08], [0.03, 0.05, 0.06], [0.10, 0.14, -0.31], [0.10, 0.01, 0.00], [0.09, -0.08, -0.04], [-0.03, -0.09, 0.04], [0.06, 0.03, 0.03], [0.02, 0.00, -0.09], [0.11, 0.06, -0.05], [-0.25, -0.03, -0.02], [0.31, 0.15, 0.16], [-0.17, 0.02, -0.49], [0.02, 0.05, 0.08], [-0.37, -0.16, 0.29], [-0.17, -0.32, 0.31], [0.21, -0.04, -0.17], [-0.29, -0.15, -0.06], [0.08, 0.00, 0.02], [0.32, 0.38, -0.20], [-0.12, -0.15, 0.14], [0.02, 0.02, 0.01], [-0.01, -0.04, 0.02], [0.13, 0.00, 0.07], [-0.21, 0.00, -0.05], [0.07, -0.09, 0.00], [0.08, 0.02, 0.01], [0.12, -0.01, 0.04], [-0.14, 0.02, -0.12], [-0.12, -0.05, -0.02], [0.14, 0.02, -0.02], [-0.13, -0.02, 0.03], [0.30, 0.20, 0.06], [-0.28, -0.03, -0.09], [-0.06, 0.02, -0.01], [0.02, 0.10, -0.09], [0.10, 0.06, -0.03], [0.08, 0.00, 0.01], [0.05, -0.03, 0.03], [-0.05, -0.12, 0.01], [-0.50, 0.16, -0.01], [0.07, 0.11, 0.02], [-0.21, -0.36, 0.10], [-0.12, 0.03, 0.04], [-0.18, -0.43, 0.02], [1.22, 0.58, -0.09], [0.30, -0.35, 0.02], [-0.01, -0.09, 0.01], [0.00, 0.03, 0.08], [0.00, -0.04, -0.04], [-0.09, -0.04, 0.00], [0.00, -0.12, 0.00]], "mulliken_charge": [1.557, -1.578, 1.201, -0.449, -0.202, 0.417, -0.414, -0.461, 0.132, -0.642, -0.577, -0.670, -0.485, 0.215, 0.285, 0.450, 0.423, 0.184, 0.201, 0.208, 0.438, 0.441, 0.462, 0.473, -0.851, -0.547, -0.534, -0.048, -0.090, -0.286, 0.043, 0.231, -0.590, 0.737, -0.506, -0.575, -0.379, -0.823, -0.242, 0.405, -0.008, 0.318, 0.322, 0.327, 0.303, 0.324, 0.298, 0.247, 0.449, 0.405, 0.401, 0.389, 0.370, -1.139, 0.909, -0.728, -0.419, -0.346, 0.408, -0.551, -0.579, 0.351, 0.277, 0.319, 0.365, 0.437]}